No. 1
{"formula": "C2H9NO2", "method": "ωB97M-V/def2-TZVPD", "elements": ["C", "H", "H", "O", "H", "H", "H", "O", "H", "H", "H", "H", "C", "N"], "positions_angstrom": [[0.7949, 0.8685, 1.1069], [0.8775, 0.8689, 2.1695], [-0.1147, 2.4408, 0.2980], [0.8111, 2.1724, 0.6624], [-0.1697, 0.3980, 1.0002], [0.7035, -1.7909, 0.5654], [1.6894, -1.5362, -0.9680], [-4.2488, -0.7553, -1.6471], [2.5209, -0.2557, 1.2229], [-4.3761, -0.1061, -2.3758], [-3.7499, -1.5347, -2.0351], [2.3662, 0.4541, -0.3076], [1.7607, -0.0476, 0.5059], [1.1351, -1.1763, -0.1975]], "forces_ev_per_angstrom": [[-1.9, -0.5, 1.0], [0.6, 0.2, 1.2], [2.7, -0.8, 1.0], [-2.5, 2.3, -1.8], [-0.7, 0.0, -0.5], [1.2, 0.3, -2.4], [-0.2, -0.6, 0.9], [0.7, -0.7, -1.2], [0.6, -1.0, 0.8], [0.3, -0.9, 0.7], [-0.9, 1.6, 0.5], [-0.8, 0.1, 0.9], [2.1, 0.1, -3.3], [-1.1, 0.0, 2.4]], "molar_mass_g_mol": 79.1, "total_charge": 0, "spin_multiplicity": 1, "smiles": "NCCO.O", "gap_ev": 9.92}



No. 2
{"formula": "C6H11N3", "method": "ωB97M-V/def2-TZVPD", "elements": ["N", "H", "H", "H", "H", "N", "H", "N", "C", "H", "H", "H", "C", "C", "C", "C", "H", "H", "H", "C"], "positions_angstrom": [[-2.4754, 0.3989, 1.2659], [1.7572, 0.4063, 1.4203], [-0.9805, -0.6190, 2.4205], [-2.4147, -1.0231, -0.4567], [-0.9158, 1.1948, 2.4645], [0.7703, -0.4576, -1.2905], [-1.2520, -2.6151, -0.5208], [2.8203, 0.6532, -1.0383], [1.7080, 0.2964, -0.6956], [-1.5885, -1.5110, -2.1840], [1.0074, 1.7799, 0.6601], [-3.0606, 0.2916, 2.0890], [1.1047, 0.7260, 0.6231], [-1.4974, -1.5499, -0.9580], [-1.0424, 0.3195, 1.8016], [-0.3679, -0.4970, -0.5359], [-2.5465, 1.4049, 0.8699], [3.0803, 0.3943, -2.0341], [0.8870, -0.7660, -2.2831], [-0.2017, 0.1885, 0.5974]], "forces_ev_per_angstrom": [[0.9, 1.7, 0.2], [0.1, -0.1, 0.5], [0.0, 0.9, -0.3], [1.3, -1.7, -1.1], [0.8, -0.4, -0.5], [0.7, -1.1, -3.2], [-0.6, 2.2, -1.1], [4.4, 1.0, -3.1], [-1.9, 0.3, 2.0], [0.1, -0.5, 3.2], [0.6, 1.4, 0.1], [-0.4, 0.5, -0.3], [2.2, 0.5, -0.6], [0.1, 2.0, -0.5], [-2.7, -1.1, -0.4], [-3.0, -2.8, 0.1], [-0.3, -2.2, 1.0], [-0.4, 0.1, 1.5], [-0.5, 0.4, 1.6], [-1.6, -1.0, 0.7]], "molar_mass_g_mol": 125.2, "total_charge": 0, "spin_multiplicity": 1, "smiles": "[H]/N=C1/CC(CN)=C(C)N1", "gap_ev": 8.47}



No. 3
{"formula": "CH2FPS", "method": "ωB97M-V/def2-TZVPD", "elements": ["F", "H", "P", "C", "S", "H"], "positions_angstrom": [[1.8648, -0.4613, -0.2314], [0.8760, 0.4801, 1.5374], [1.0761, 0.9109, 0.1088], [-0.8097, -0.1057, -0.1213], [-2.3017, 0.3647, -0.2899], [-0.3799, -1.1967, 0.0416]], "forces_ev_per_angstrom": [[0.2, 0.3, -0.3], [0.2, 0.9, -1.1], [-2.6, -2.1, 1.2], [3.6, -0.9, 0.8], [-0.1, 0.1, -0.1], [-1.3, 1.8, -0.5]], "molar_mass_g_mol": 96.1, "total_charge": 0, "spin_multiplicity": 1, "smiles": "FPC=S", "gap_ev": 8.08}